The following is a quantum chemistry calculation of an isolated molecule of C18H23N3O4S, from OMol25.

Bonds (Å) are listed after each position.
Element x y z (Å)
1 O -0.34 3.98 0.98  C8 1.221
2 O -0.42 1.86 4.03  C9 1.234
3 N 3.99 -2.15 -2.52  C10 1.283, C23 1.459
4 N -1.02 0.21 0.88  C11 1.297, C16 1.393
5 O -1.71 4.54 2.72  C8 1.351, C24 1.415
6 O -2.72 1.53 4.03  C9 1.377, C25 1.418
7 S 3.70 -4.10 -4.20  C10 1.753, C26 1.831
8 C -1.08 3.67 1.90  O1 1.221, O5 1.351, C19 1.484
9 C -1.51 1.86 3.45  O2 1.234, O6 1.377, C19 1.501
10 C 3.16 -3.06 -2.89  N3 1.283, S7 1.753, N18 1.393
11 C -0.57 1.36 1.29  N4 1.297, C19 1.500, H27 1.071
12 C 1.15 -0.82 0.32  C14 1.385, C16 1.398, H28 1.066
13 C -0.89 -1.39 -0.85  C15 1.411, C16 1.405, H29 1.077
14 C 1.87 -1.69 -0.49  C12 1.385, C17 1.421, H30 1.080
15 C -0.14 -2.34 -1.58  C13 1.411, C17 1.357, H31 1.077
16 C -0.22 -0.64 0.12  N4 1.393, C12 1.398, C13 1.405
17 C 1.21 -2.43 -1.51  C14 1.421, C15 1.357, N18 1.396
18 N 1.87 -3.27 -2.41  C10 1.393, C17 1.396, H32 1.011
19 C -1.53 2.26 2.01  C8 1.484, C9 1.501, C11 1.500, H33 1.059
20 C -2.43 6.78 3.35  C24 1.524, H34 1.114, H35 1.081, H36 1.070
21 C -2.71 2.55 6.22  C25 1.526, H37 1.084, H38 1.091, H39 1.089
22 C 6.18 -3.42 -5.30  C26 1.539, H40 1.103, H41 1.095, H42 1.102
23 C 5.24 -2.13 -3.27  N3 1.459, C26 1.545, H43 1.108, H44 1.102
24 C -1.56 5.92 2.44  O5 1.415, C20 1.524, H45 1.083, H46 1.096
25 C -2.71 1.25 5.42  O6 1.418, C21 1.526, H47 1.103, H48 1.087
26 C 5.41 -3.49 -3.97  S7 1.831, C22 1.539, C23 1.545, H49 1.059
27 H 0.47 1.57 1.16  C11 1.071
28 H 1.69 -0.26 1.05  C12 1.066
29 H -1.95 -1.30 -1.00  C13 1.077
30 H 2.93 -1.81 -0.29  C14 1.080
31 H -0.68 -2.94 -2.28  C15 1.077
32 H 1.32 -3.88 -3.00  N18 1.011
33 H -2.52 2.17 1.64  C19 1.059
34 H -3.44 6.34 3.47  C20 1.114
35 H -1.96 6.93 4.31  C20 1.081
36 H -2.58 7.75 2.92  C20 1.070
37 H -1.71 2.95 6.22  C21 1.084
38 H -3.04 2.33 7.24  C21 1.091
39 H -3.35 3.30 5.75  C21 1.089
40 H 7.17 -2.95 -5.16  C22 1.103
41 H 5.56 -2.86 -6.01  C22 1.095
42 H 6.35 -4.43 -5.69  C22 1.102
43 H 6.09 -2.00 -2.57  C23 1.108
44 H 5.21 -1.30 -4.00  C23 1.102
45 H -0.51 6.20 2.52  C24 1.083
46 H -1.81 6.08 1.38  C24 1.096
47 H -3.60 0.64 5.65  C25 1.103
48 H -1.84 0.69 5.74  C25 1.087
49 H 5.92 -4.12 -3.29  C26 1.059

Its HOMO energy is -7.89 eV. The spin multiplicity is 1. The LUMO energy is 0.71 eV. Its total energy is -1563.10915 Eh. The calculation puts the orbital gap at 8.604 eV. The relative energy (zero: lowest compared OMol25 entry of this formula, charge and spin) comes out at 65.09 kcal/mol. The SMILES is CCOC(=O)C(/C=N/c1ccc(NC2=NC[C@H](C)S2)cc1)C(=O)OCC.